This record from OMol25 describes a molecular structure, C10H18AgO12S. The level of theory is ωB97M-V with the def2-TZVPD basis set.

As for the spin multiplicity: 2. The highest occupied orbital energy (spin up / spin down) is -0.030 / -0.027 hartree. Its expectation value of S² is 0.75. Its net charge is -2. The HOMO-LUMO gap (spin up / spin down) comes out at 4.728 / 4.650 eV.

Last column: Löwdin charge in e.
Cartesian coordinates (Å):
Ag: -1.130 -0.404 -1.040  0.985
C: -1.561 0.689 2.249  -0.360
O: -1.862 -0.001 1.039  -0.476
H: -0.566 1.124 2.154  0.026
H: -2.196 1.543 2.486  0.025
H: -1.604 -0.031 3.067  0.031
C: 2.263 -0.544 -0.553  -0.367
O: 1.068 -0.866 -1.226  -0.458
H: 3.086 -0.274 -1.214  0.030
H: 2.135 0.427 -0.074  0.021
H: 2.541 -1.200 0.272  0.031
S: -3.264 -1.517 -2.469  0.169
O: -2.338 -2.141 -1.535  -0.386
O: -2.692 -0.165 -2.497  -0.389
O: -3.370 -2.156 -3.776  -0.381
O: -4.568 -1.520 -1.847  -0.369
C: 1.668 5.758 -2.346  -0.007
C: 1.824 4.240 -1.806  -0.244
C: 1.765 4.012 -0.262  -0.077
O: 0.814 2.959 -0.221  0.057
C: 0.187 2.712 -1.359  -0.574
O: -0.676 1.884 -1.516  0.117
O: 0.611 3.583 -2.242  0.079
H: 1.725 5.741 -3.435  0.072
H: 2.412 6.322 -1.783  0.067
H: 0.655 6.006 -2.030  0.078
H: 2.701 3.714 -2.186  0.143
H: 1.291 4.825 0.289  0.129
H: 2.709 3.659 0.151  0.129
C: -0.025 -3.872 0.212  -0.018
C: 0.043 -4.161 1.680  -0.326
C: 0.292 -2.957 2.554  -0.083
O: -0.688 -3.120 3.553  0.082
C: -1.579 -4.022 3.287  -0.600
O: -2.542 -4.333 3.935  0.121
O: -1.268 -4.572 2.095  0.087
H: -0.209 -4.785 -0.355  0.085
H: 1.004 -3.630 -0.054  0.084
H: -0.733 -3.106 -0.106  0.066
H: 0.785 -4.913 1.948  0.141
H: 0.011 -2.085 1.963  0.130
H: 1.279 -2.823 2.997  0.134



This record from OMol25 describes a molecular structure, C3H4O. The level of theory is ωB97M-V with the def2-TZVPD basis set.

The highest occupied orbital energy is -0.306 hartree. The HOMO-LUMO gap comes out at 8.680 eV.

Last column: Löwdin charge in e.
Cartesian coordinates (Å):
C: 1.545 -0.589 0.062  -0.086
C: -0.488 -0.486 -0.127  -0.122
C: -0.865 0.765 0.066  -0.095
O: 2.016 0.459 0.260  0.087
H: 1.008 -1.487 -0.234  0.087
H: -1.185 -1.291 -0.360  0.043
H: -1.903 1.088 0.044  0.044
H: -0.128 1.540 0.289  0.042



This record from OMol25 describes 9 unconnected molecules or ions with the total composition C14H46N11O9. The level of theory is ωB97M-V with the def2-TZVPD basis set.

The highest occupied orbital energy is -0.123 hartree. Its net charge is -1. The HOMO-LUMO gap comes out at 5.414 eV.

Last column: Löwdin charge in e.
Cartesian coordinates (Å):
C: -0.844 0.087 -0.119  -0.402
O: -1.957 -0.146 -0.856  -0.345
H: -0.545 1.160 -0.165  0.035
H: -0.985 -0.027 0.986  0.026
H: 0.004 -0.580 -0.390  0.028
C: 2.758 2.863 0.671  -0.072
C: 2.856 4.307 0.233  -0.299
O: 2.062 5.158 1.071  -0.108
H: 3.456 2.184 0.192  0.061
H: 1.757 2.535 0.389  0.060
H: 2.871 2.807 1.754  0.084
H: 2.521 4.398 -0.805  0.116
H: 3.875 4.707 0.237  0.104
H: 1.531 5.782 0.572  0.079
C: -0.665 0.253 3.579  -0.096
C: -1.944 -0.399 4.085  -0.272
O: -1.656 -1.139 5.299  -0.112
H: -0.980 1.126 2.997  0.059
H: -0.084 -0.352 2.884  0.031
H: -0.069 0.585 4.429  0.075
H: -2.305 -1.169 3.400  0.098
H: -2.764 0.280 4.297  0.114
H: -1.144 -1.907 5.033  0.061
C: -1.831 -3.778 1.421  -0.685
O: -2.795 -3.450 0.777  0.079
N: -1.554 -5.078 1.785  0.135
N: -0.895 -2.868 1.829  0.161
H: -2.010 -5.864 1.368  0.090
H: -0.744 -5.249 2.351  0.070
H: -1.054 -1.914 1.536  0.058
H: 0.004 -3.089 2.214  0.081
C: -1.641 4.107 1.532  -0.691
O: -2.637 3.439 1.747  0.030
N: -1.595 5.433 1.857  0.141
N: -0.448 3.575 1.147  0.168
H: -2.467 5.845 2.127  0.096
H: -0.766 5.981 1.735  0.075
H: 0.378 4.160 1.156  0.046
H: -0.422 2.569 1.122  0.060
C: -0.310 -3.695 -2.105  -0.677
O: -1.517 -3.765 -2.226  0.049
N: 0.460 -4.839 -2.029  0.126
N: 0.405 -2.524 -2.151  0.151
H: 0.080 -5.710 -1.716  0.081
H: 1.454 -4.773 -2.146  0.051
H: -0.122 -1.679 -1.969  0.056
H: 1.350 -2.677 -1.756  0.021
C: -1.947 -0.637 -4.469  -0.670
O: -3.077 -0.843 -4.112  0.070
N: -1.446 -0.916 -5.748  0.111
N: -1.021 0.086 -3.753  0.135
H: -2.002 -1.431 -6.401  0.078
H: -0.715 -0.320 -6.083  0.063
H: -0.068 -0.072 -4.024  0.067
H: -1.264 0.383 -2.802  0.072
C: -4.669 1.941 -1.984  -0.696
O: -5.163 0.836 -1.951  0.043
N: -5.250 2.991 -2.649  0.115
N: -3.577 2.322 -1.251  0.149
H: -4.920 3.926 -2.506  0.068
H: -6.073 2.843 -3.199  0.081
H: -3.015 1.490 -0.989  0.068
H: -3.145 3.225 -1.272  0.071
C: 3.835 -0.585 -1.567  -0.041
C: 3.626 -1.762 -0.609  -0.404
C: 2.888 -1.539 0.701  -0.194
O: 3.372 -0.369 1.317  -0.190
C: 3.311 -0.406 2.715  -0.109
N: 3.054 -2.955 -1.283  0.009
H: 4.227 0.203 -0.925  0.061
H: 2.898 -0.282 -2.038  0.082
H: 4.575 -0.831 -2.327  0.075
H: 4.669 -2.048 -0.417  0.129
H: 3.229 -2.396 1.305  0.120
H: 1.799 -1.616 0.634  0.113
H: 2.282 -0.316 3.081  0.078
H: 3.804 0.462 3.162  0.085
H: 3.862 -1.264 3.116  0.088
H: 3.413 -3.789 -0.829  0.087
H: 3.434 -2.999 -2.225  0.090



This record from OMol25 describes 10 unconnected molecules or ions with the total composition C28H82Cl3O36P9. The level of theory is ωB97M-V with the def2-TZVPD basis set.

The highest occupied orbital energy is -0.379 hartree. The SMILES is COP(=O)(OC)OC.COP(=O)(OC)OC.COP(=O)(OC)OC.COP(=O)(OC)OC.COP(=O)(OC)OC.COP(=O)(OC)OC.COP(=O)(OC)OC.COP(=O)(OC)OC.COP(=O)(OC)OC.ClC(Cl)Cl. The HOMO-LUMO gap comes out at 10.621 eV.

Last column: Löwdin charge in e.
Cartesian coordinates (Å):
C: -3.497 1.247 5.625  -0.113
O: -4.492 2.150 5.161  -0.198
P: -4.857 2.192 3.618  0.332
O: -4.930 0.888 2.961  -0.213
O: -6.170 3.054 3.609  -0.206
C: -7.462 2.440 3.612  -0.071
O: -3.774 3.129 2.994  -0.212
C: -3.736 4.550 3.167  -0.069
H: -2.671 1.815 6.058  0.092
H: -3.028 0.625 4.859  0.036
H: -3.921 0.585 6.375  0.092
H: -8.056 2.862 2.805  0.092
H: -7.939 2.619 4.573  0.092
H: -7.392 1.364 3.454  0.072
H: -3.419 4.784 4.185  0.099
H: -4.757 4.943 3.142  0.082
H: -3.138 4.997 2.384  0.068
C: 2.364 2.573 -0.937  -0.051
O: 3.456 2.772 -1.862  -0.209
P: 4.921 2.985 -1.387  0.298
O: 5.384 1.974 -0.433  -0.227
O: 5.020 4.489 -0.885  -0.220
C: 4.906 4.794 0.519  -0.075
O: 5.704 3.060 -2.746  -0.224
C: 7.032 3.617 -2.803  -0.060
H: 2.050 1.535 -1.001  0.091
H: 1.659 3.371 -1.144  0.075
H: 2.696 2.719 0.093  0.072
H: 4.473 3.968 1.074  0.070
H: 4.302 5.694 0.595  0.091
H: 5.907 5.020 0.886  0.091
H: 7.023 4.375 -3.582  0.089
H: 7.728 2.816 -3.033  0.091
H: 7.261 4.072 -1.842  0.083
C: -0.164 6.560 -5.990  -0.101
O: -0.067 5.251 -5.464  -0.197
P: 1.002 4.872 -4.373  0.315
O: 0.842 5.565 -3.103  -0.205
O: 2.351 5.213 -5.125  -0.197
C: 3.625 4.791 -4.637  -0.079
O: 0.943 3.314 -4.307  -0.197
C: -0.156 2.677 -3.633  -0.056
H: -1.025 7.096 -5.588  0.090
H: -0.234 6.503 -7.075  0.090
H: 0.702 7.187 -5.761  0.088
H: 4.275 5.633 -4.896  0.095
H: 4.029 3.907 -5.119  0.070
H: 3.710 4.740 -3.553  0.071
H: -0.984 3.357 -3.441  0.091
H: 0.222 2.227 -2.718  0.068
H: -0.494 1.854 -4.263  0.082
C: -3.096 -1.045 1.332  -0.075
O: -1.944 -0.684 0.576  -0.206
P: -0.698 -1.611 0.397  0.322
O: -0.942 -2.988 -0.031  -0.202
O: 0.211 -0.774 -0.583  -0.227
C: -0.003 -0.841 -2.004  -0.075
O: 0.082 -1.438 1.747  -0.248
C: 1.499 -1.411 1.855  -0.107
H: -3.993 -0.682 0.842  0.075
H: -3.024 -0.603 2.323  0.069
H: -3.246 -2.121 1.464  0.084
H: 0.597 -0.052 -2.442  0.058
H: -1.050 -0.698 -2.277  0.098
H: 0.282 -1.833 -2.351  0.090
H: 1.969 -1.514 0.881  0.090
H: 1.876 -2.163 2.547  0.038
H: 1.795 -0.465 2.316  0.091
C: 8.464 -0.479 5.866  -0.099
O: 7.614 -1.061 6.847  -0.198
P: 6.390 -1.959 6.423  0.310
O: 5.612 -2.513 7.514  -0.210
O: 5.581 -1.022 5.445  -0.208
C: 4.386 -1.557 4.856  -0.087
O: 6.981 -3.060 5.442  -0.213
C: 8.164 -3.795 5.721  -0.095
H: 9.427 -0.995 5.862  0.087
H: 8.633 0.570 6.098  0.092
H: 8.090 -0.547 4.844  0.091
H: 4.145 -2.545 5.244  0.086
H: 4.553 -1.644 3.781  0.089
H: 3.567 -0.858 5.008  0.088
H: 8.737 -3.384 6.554  0.088
H: 8.770 -3.844 4.820  0.091
H: 7.897 -4.809 6.025  0.091
C: -3.053 -10.256 -0.636  -0.092
O: -3.537 -8.919 -0.541  -0.198
P: -2.897 -7.789 -1.418  0.332
O: -1.465 -7.841 -1.657  -0.212
O: -3.826 -7.890 -2.711  -0.204
C: -3.452 -7.086 -3.826  -0.103
O: -3.454 -6.488 -0.710  -0.187
C: -2.566 -5.451 -0.345  -0.131
H: -2.354 -10.483 0.165  0.091
H: -2.632 -10.430 -1.628  0.088
H: -3.892 -10.948 -0.560  0.088
H: -3.557 -7.636 -4.755  0.087
H: -2.454 -6.650 -3.736  0.086
H: -4.087 -6.192 -3.855  0.082
H: -2.881 -4.472 -0.718  0.059
H: -1.548 -5.544 -0.722  0.077
H: -2.423 -5.235 0.719  0.084
C: -0.920 5.779 -0.480  -0.076
O: 0.304 5.185 -0.020  -0.206
P: 0.330 4.520 1.404  0.355
O: -0.567 5.020 2.447  -0.221
O: 0.124 2.987 1.046  -0.202
C: -0.949 2.201 1.532  -0.076
O: 1.865 4.604 1.750  -0.221
C: 2.301 4.755 3.100  -0.085
H: -0.837 6.865 -0.419  0.095
H: -1.800 5.500 0.099  0.077
H: -0.992 5.523 -1.532  0.064
H: -0.553 1.283 1.978  0.083
H: -1.597 1.827 0.740  0.091
H: -1.544 2.685 2.304  0.066
H: 1.466 5.068 3.728  0.078
H: 2.991 5.600 3.162  0.089
H: 2.790 3.852 3.454  0.092
C: -5.590 -4.062 -1.588  -0.093
O: -5.657 -3.571 -0.244  -0.220
P: -7.030 -3.687 0.554  0.329
O: -7.914 -4.792 0.203  -0.209
O: -6.512 -3.650 2.048  -0.213
C: -5.634 -4.695 2.477  -0.085
O: -7.721 -2.278 0.408  -0.192
C: -7.133 -1.084 0.904  -0.095
H: -5.573 -5.151 -1.624  0.083
H: -4.666 -3.675 -2.010  0.085
H: -6.444 -3.729 -2.179  0.093
H: -4.585 -4.410 2.435  0.055
H: -5.850 -5.612 1.926  0.093
H: -5.919 -4.896 3.510  0.090
H: -6.106 -1.214 1.241  0.057
H: -7.714 -0.722 1.749  0.086
H: -7.100 -0.317 0.130  0.095
C: 3.438 1.403 -6.381  -0.072
O: 2.153 1.052 -5.857  -0.220
P: 1.518 -0.381 -6.053  0.316
O: 0.314 -0.528 -5.234  -0.218
O: 1.292 -0.505 -7.604  -0.208
C: 0.192 0.221 -8.171  -0.076
O: 2.655 -1.448 -5.860  -0.198
C: 3.136 -1.714 -4.541  -0.078
H: 3.806 0.648 -7.073  0.091
H: 4.136 1.485 -5.546  0.088
H: 3.352 2.389 -6.831  0.088
H: 0.221 1.248 -7.801  0.088
H: -0.717 -0.236 -7.777  0.088
H: 0.193 0.195 -9.253  0.088
H: 2.849 -0.951 -3.812  0.083
H: 4.217 -1.811 -4.560  0.092
H: 2.685 -2.639 -4.180  0.094
C: -1.016 -3.104 5.179  -1.497
Cl: -0.993 -1.329 5.232  0.542
Cl: 0.225 -3.672 4.061  0.578
Cl: -2.595 -3.641 4.604  0.543
H: -0.792 -3.481 6.167  0.019



This record from OMol25 describes a single C4H5NO2 molecule. The level of theory is ωB97M-V with the def2-TZVPD basis set.

The highest occupied orbital energy is -0.332 hartree. The HOMO-LUMO gap comes out at 9.591 eV.

Last column: Löwdin charge in e.
Cartesian coordinates (Å):
N: 1.310 1.339 1.114  0.093
C: 1.055 0.999 -0.119  0.006
C: -2.092 -0.655 -0.894  0.057
C: -0.992 -0.666 -0.158  -0.229
O: 0.202 -1.185 -0.636  0.020
C: 1.314 -0.420 -0.429  -0.546
O: 2.417 -0.856 -0.647  0.111
H: 1.214 2.303 1.410  0.107
H: 1.648 0.709 1.840  0.126
H: -3.018 -0.273 -0.472  0.064
H: -2.077 -0.985 -1.930  0.075
H: -0.953 -0.347 0.885  0.116



This record from OMol25 describes a single C6H12O4S molecule. The level of theory is ωB97M-V with the def2-TZVPD basis set.

The highest occupied orbital energy is -0.381 hartree. The SMILES is O=S1(=O)C[C@H](CCO)CCO1. The HOMO-LUMO gap comes out at 11.007 eV.

Last column: Löwdin charge in e.
Cartesian coordinates (Å):
O: -1.163 -1.431 2.604  -0.260
S: -0.156 -1.343 1.597  0.609
O: 0.946 -2.252 1.613  -0.264
C: -0.924 -1.368 -0.011  -0.164
C: -0.866 -0.057 -0.815  -0.317
C: 0.365 0.041 -1.730  -0.144
C: 1.725 -0.074 -1.065  -0.238
O: 2.057 1.174 -0.453  -0.056
C: -1.098 1.194 0.046  -0.120
C: -0.456 1.183 1.438  -0.173
O: 0.481 0.106 1.626  -0.249
H: -0.463 -2.197 -0.544  0.113
H: -1.968 -1.625 0.171  0.112
H: -1.720 -0.115 -1.493  0.137
H: 0.328 1.022 -2.207  0.121
H: 0.291 -0.720 -2.509  0.120
H: 1.751 -0.879 -0.330  0.098
H: 2.475 -0.302 -1.827  0.118
H: 2.367 0.999 0.432  0.077
H: -2.170 1.358 0.162  0.119
H: -0.711 2.046 -0.511  0.115
H: -1.211 1.146 2.222  0.119
H: 0.121 2.092 1.585  0.127



Table of ΔE to the lowest compared entry with this formula, charge and spin (kJ/mol), in record order: 0.0; 365.0; 324.1; 3.9; 285.5; 55.7